The following is a quantum chemistry calculation of C6H9NO3 as an isolated structure, from OMol25.

Atoms and positions in Å:
N (-0.72715, 1.12106, 1.52828)
H (-0.85849, 2.10843, 1.74465)
H (0.00936, 0.73666, 2.11846)
H (-1.59842, 0.60926, 1.66939)
C (-0.19512, 1.06227, -0.25473)
O (0.88906, 1.69946, -0.26358)
C (-0.11491, -0.43172, -0.67476)
C (1.15645, -1.08841, -0.12363)
C (2.42660, -0.46777, -0.63972)
O (3.44286, -0.38298, 0.01425)
C (-1.31336, -1.20929, -0.35398)
C (-2.30776, -1.84255, -0.08039)
H (-0.03383, -0.38380, -1.77372)
H (1.17253, -1.10029, 0.97458)
H (1.18328, -2.13876, -0.45846)
H (2.41193, -0.14239, -1.70252)
H (-3.20175, -2.36750, 0.20543)
O (-1.26983, 1.63947, -0.91721)
H (-1.07145, 2.57885, -1.01237)

Cartesian forces (eV/Å) of the 3 atoms listed first:
-0.627 -0.492 0.262
0.111 -0.244 -0.140
-0.126 0.133 -0.176

- LUMO: 0.472 eV
- Net charge: 0
- Gap between HOMO and LUMO: 9.8 eV
- Electronic energy: -13997.9945 eV